Record 1
Here is 7 unconnected molecules or ions with the total composition C3H21NO6S2 in a non-equilibrium geometry from OMol25. Energies are from wB97M-V/def2-TZVPD.

* ΔE to the lowest compared entry with this formula, charge and spin: 33.7 kcal per mole
* LUMO level: 0.0488 eV
* max |F|: 0.124 hartree/bohr
* SMILES: C[C@@H](N)CSS.O.O.O.O.O.O
* frontier orbital gap: 8.65 eV

CARTESIAN COORDINATES (ANGSTROEM)
C -1.73814 -0.60773 1.07539
C -2.14584 -1.71528 0.07423
N -3.40737 -1.25837 -0.64827
C -1.11426 -1.94570 -1.07812
S 0.42067 -2.30805 -0.19026
S 2.10224 -2.47482 -1.33196
H -0.91987 -0.01526 0.50766
H -2.60468 0.09473 1.42191
H -1.37529 -0.96002 2.19903
H -2.31303 -2.64902 0.62608
H -3.30294 -0.44569 -1.27537
H -4.01777 -1.91516 -0.83871
H -1.31268 -2.85493 -1.65681
H -1.08199 -1.02433 -1.65495
H 2.68084 -1.22045 -1.47413
O 2.15127 -0.63275 4.02780
H 2.71899 -1.22474 3.57616
H 1.34326 -1.18274 4.06936
O 2.30787 3.11048 0.44438
H 2.51912 2.26251 0.66733
H 2.05979 3.56782 1.36472
O 0.63174 2.19389 2.97387
H 0.05455 2.53309 3.75574
H 1.03247 1.41746 3.37225
O -1.69275 1.47329 -1.79211
H -1.92908 2.11828 -1.14477
H -0.73922 1.28724 -1.63234
O 0.72354 1.63955 -1.16339
H 1.08040 1.90974 -0.38897
H 1.25126 1.80754 -1.94829
O -1.54307 4.56568 -1.66861
H -0.71346 4.64875 -1.24320
H -1.58484 3.99088 -2.41381



Record 2
Here is 3 unconnected molecules or ions with the total composition C4H15NO2S in a non-equilibrium geometry from OMol25. Energies are from wB97M-V/def2-TZVPD.

* ΔE to the lowest compared entry with this formula, charge and spin: 49.0 kcal per mole
* LUMO level: 0.3050 eV
* max |F|: 0.096 hartree/bohr
* SMILES: NCCCCS.O.O
* frontier orbital gap: 8.83 eV

CARTESIAN COORDINATES (ANGSTROEM)
N 0.19114 -2.03296 0.48269
C -0.56449 -0.97903 1.16760
C 0.12508 0.35548 1.67849
C 0.98630 0.96918 0.55105
C 0.17676 1.20528 -0.70980
S -1.06310 2.57870 -0.17444
H 0.93097 -2.32638 1.00721
H 0.57199 -1.62036 -0.42000
H -1.55457 -0.74053 0.64202
H -1.00813 -1.48188 2.10067
H -0.72731 1.08269 2.20503
H 0.77902 0.18152 2.60703
H 1.92805 0.25390 0.37505
H 1.43828 1.94471 0.88541
H -0.27636 0.35966 -1.22934
H 0.80527 1.63897 -1.46696
H -2.07891 1.65137 0.11937
O 2.01262 -0.41326 -1.82931
H 2.40193 0.26651 -2.40414
H 2.32364 -1.13716 -2.39247
O -2.42411 -0.30367 -1.31174
H -3.23030 -0.73965 -1.16136
H -1.74377 -0.71310 -0.72207



Record 3
Here is 2 unconnected molecules or ions with the total composition C4H8N2O5 in a non-equilibrium geometry from OMol25. Energies are from wB97M-V/def2-TZVPD.

* ΔE to the lowest compared entry with this formula, charge and spin: 95.8 kcal per mole
* LUMO level: 0.5934 eV
* max |F|: 0.111 hartree/bohr
* SMILES: CC(=O)OC=O.OC/N=N\O
* frontier orbital gap: 10.30 eV

CARTESIAN COORDINATES (ANGSTROEM)
C 3.44568 -2.90011 1.26380
C 2.38953 -2.54912 0.36030
O 2.50458 -2.03716 -0.70328
O 0.97293 -2.84164 0.76755
C 0.09373 -2.56422 -0.10122
O 0.08370 -1.83708 -1.06023
H 3.24411 -2.95265 2.31683
H 4.34282 -2.19789 1.06631
H 3.77103 -3.91111 1.06196
H -0.85534 -3.02446 0.17338
O -1.67355 4.64427 -1.84260
C -2.14048 3.43157 -1.25862
N -1.76212 3.21828 0.06458
N -2.04970 2.38180 0.87020
O -2.90369 1.35709 0.39985
H -1.28237 5.19501 -1.17870
H -3.33137 3.34260 -1.27324
H -1.76431 2.59233 -1.92328
H -3.08519 0.65248 0.99641



Record 4
Here is 2 unconnected molecules or ions with the total composition CH6N3O in a non-equilibrium geometry from OMol25. Energies are from wB97M-V/def2-TZVPD.

* ΔE to the lowest compared entry with this formula, charge and spin: 84.7 kcal per mole
* net charge: +1
* LUMO level: -4.6476 eV
* max |F|: 0.155 hartree/bohr
* frontier orbital gap: 10.72 eV

CARTESIAN COORDINATES (ANGSTROEM)
C -0.18372 -0.31544 -1.62610
N -0.52535 -0.24995 -2.89664
N -0.20904 -0.16337 -0.42054
N 0.79300 0.65346 1.77519
O 0.29832 -0.69320 2.21496
H 0.07735 0.03820 -3.61826
H -1.41632 -0.54519 -3.40782
H 1.28400 0.89840 2.61587
H -0.03390 1.18747 1.81588
H 0.16865 0.19068 0.48565
H -0.25299 -1.00106 3.06182